A structure of composition C23H29N8O4S2SeTi, computed with wB97M-V/def2-TZVPD.

Output
HOMO-LUMO gap (alpha / beta) = 6.23 / 6.21 eV
net charge = 0
energy relative to the best compared isomer or geometry (same formula, charge and spin) = 103.8 kJ/mol
multiplicity = 2
⟨S²⟩ = 0.754
LUMO energy (alpha / beta) = -1.2 / -1.2 eV
E_HOMO (alpha / beta) = -0.2738 / -0.2738 Eh
max |F| = 0.2 eV/A

Each line ends with the natural charge from an NBO analysis.
Positions of all 68 atoms, in Å:
Ti (1.06, 0.43, 1.09)  1.7549
N (-3.14, -1.30, -1.22)  -0.8182
C (-2.24, -0.28, -1.24)  0.2872
S (-1.82, 0.36, -2.80)  -0.4593
N (-1.72, 0.01, -0.08)  -0.4713
N (-0.74, 0.96, 0.00)  -0.3416
C (-0.99, 2.21, -0.19)  0.3389
C (-2.34, 2.77, -0.44)  -0.1613
C (-2.64, 3.46, -1.61)  -0.1753
C (-3.90, 4.01, -1.78)  -0.2132
C (-4.86, 3.87, -0.78)  -0.1951
C (-4.56, 3.17, 0.38)  -0.2263
C (-3.30, 2.62, 0.55)  -0.1217
C (0.17, 3.11, 0.06)  0.1716
C (0.14, 4.47, -0.17)  -0.2204
C (1.27, 5.22, 0.10)  -0.1214
C (2.39, 4.60, 0.62)  -0.2436
C (2.34, 3.24, 0.86)  0.1027
N (1.26, 2.51, 0.56)  -0.5390
H (-3.74, -1.41, -2.02)  0.4063
H (-3.44, -1.66, -0.33)  0.4022
H (-1.90, 3.54, -2.40)  0.2271
H (-4.14, 4.54, -2.69)  0.2181
H (-5.85, 4.30, -0.92)  0.2171
H (-5.31, 3.06, 1.15)  0.2196
H (-3.06, 2.07, 1.45)  0.2238
H (-0.76, 4.94, -0.55)  0.2479
H (1.27, 6.29, -0.07)  0.2300
H (3.29, 5.15, 0.87)  0.2370
H (3.16, 2.70, 1.32)  0.2343
N (-1.88, -2.48, 2.07)  -0.6483
N (-0.74, -2.78, 2.82)  -0.4572
C (0.14, -3.74, 2.45)  0.3016
N (1.28, -3.70, 3.16)  -0.8068
S (-0.13, -4.92, 1.29)  -0.3542
H (-1.82, -1.51, 1.77)  0.3806
H (-2.69, -2.58, 2.67)  0.3505
H (-0.43, -2.11, 3.50)  0.4014
H (1.50, -2.91, 3.76)  0.4243
H (1.98, -4.39, 2.94)  0.4098
C (-0.12, -2.79, -1.30)  -0.4324
N (0.25, -1.95, -2.47)  -0.4403
C (0.60, -2.79, -3.63)  -0.4100
C (1.31, -0.92, -2.15)  -0.2474
C (2.37, -1.40, -1.21)  0.0270
C (3.40, -2.21, -1.70)  -0.2450
C (4.36, -2.73, -0.84)  -0.1992
C (4.29, -2.42, 0.51)  -0.2079
C (3.29, -1.59, 0.99)  -0.1792
C (2.31, -1.05, 0.15)  -0.5819
H (-0.98, -3.41, -1.58)  0.2341
H (-0.40, -2.16, -0.46)  0.2489
H (0.72, -3.42, -1.03)  0.2450
H (-0.57, -1.35, -2.73)  0.4786
H (1.46, -3.41, -3.37)  0.2227
H (0.82, -2.16, -4.49)  0.2178
H (-0.25, -3.43, -3.86)  0.2256
H (0.76, -0.08, -1.73)  0.2316
H (1.71, -0.59, -3.11)  0.2161
H (3.47, -2.42, -2.76)  0.1998
H (5.15, -3.36, -1.22)  0.2152
H (5.03, -2.83, 1.19)  0.2158
H (3.29, -1.33, 2.04)  0.2289
O (1.20, -1.03, 4.57)  -1.0520
Se (0.93, 0.40, 3.86)  2.7527
O (-0.20, 0.15, 2.61)  -1.1025
O (2.16, 0.79, 2.76)  -1.0965
O (0.55, 1.63, 4.80)  -0.9782